Entry 1:
{
  "formula": "C7H14",
  "method": "the ωB97M-V functional and the def2-TZVPD basis",
  "e_tot_ev": -7485.4600,
  "homo_ev": -10.142,
  "orbital_gap_ev": 11.12,
  "charge": 0,
  "elements": ["C", "C", "C", "C", "C", "C", "C", "H", "H", "H", "H", "H", "H", "H", "H", "H", "H", "H", "H", "H", "H"],
  "positions_angstrom": [[-0.5050, 1.6366, 0.4456], [-0.5281, 0.1190, 0.2186], [-1.2236, -0.1935, -1.1112], [-1.3401, -0.5245, 1.3541], [0.9027, -0.4488, 0.2838], [2.0878, 0.1862, -0.3909], [1.6003, -1.1576, -0.8469], [0.0317, 1.8832, 1.3694], [-0.0098, 2.1626, -0.3788], [-1.5252, 2.0310, 0.5289], [-2.2518, 0.1889, -1.0984], [-0.7107, 0.2662, -1.9654], [-1.2662, -1.2754, -1.2822], [-0.9016, -0.2881, 2.3322], [-2.3717, -0.1515, 1.3528], [-1.3716, -1.6162, 1.2527], [1.1323, -0.8590, 1.2668], [1.9184, 1.0286, -1.0572], [3.0213, 0.2438, 0.1629], [2.1964, -2.0365, -0.6196], [1.1145, -1.1948, -1.8174]],
  "forces_ev_per_angstrom": [[0.0, 0.1, 0.0], [0.0, 0.0, 0.0], [0.0, 0.0, -0.1], [0.0, 0.0, 0.0], [0.0, 0.0, 0.1], [0.1, 0.2, 0.0], [0.0, -0.2, -0.1], [-0.1, 0.0, -0.1], [-0.1, -0.1, 0.1], [0.1, -0.1, 0.0], [0.2, 0.0, 0.0], [0.0, -0.1, 0.1], [0.0, 0.2, 0.0], [0.0, 0.0, -0.2], [0.1, -0.1, 0.0], [0.0, 0.2, 0.0], [0.0, 0.1, -0.1], [0.0, -0.1, 0.1], [-0.2, 0.0, -0.1], [-0.1, 0.1, 0.0], [0.0, 0.0, 0.2]]
}

***

Entry 2:
{
  "formula": "C4H8N3O",
  "method": "the ωB97M-V functional and the def2-TZVPD basis",
  "e_tot_ev": -10786.6844,
  "homo_ev": -14.744,
  "orbital_gap_ev": 11.34,
  "charge": 1,
  "elements": ["C", "C", "C", "C", "N", "N", "N", "O", "H", "H", "H", "H", "H", "H", "H", "H"],
  "positions_angstrom": [[3.3115, -0.7520, -0.5280], [1.5600, 0.5883, 0.2254], [-2.5725, -0.0182, -0.8460], [-1.2155, -0.0886, 1.1648], [2.7796, 0.5217, -0.2400], [0.5121, 0.7210, 0.6157], [-2.1870, 0.4103, 0.5156], [2.7281, -1.7804, -0.3116], [4.3932, -0.7808, -0.7871], [-3.5811, -0.4796, -0.7983], [-2.2899, 0.7093, -1.4925], [-2.1078, -0.9355, -1.1588], [-0.9123, -0.9575, 0.7090], [-1.2148, 0.2554, 2.2309], [3.3588, 1.3628, -0.2726], [-2.5624, 1.2237, 0.9734]],
  "forces_ev_per_angstrom": [[1.2, -1.6, 0.9], [1.9, 0.3, -0.7], [-1.4, -2.6, 2.7], [-1.3, 1.1, 2.2], [1.2, -0.1, -0.6], [-2.2, 0.4, 1.0], [-0.9, 0.4, -0.8], [-0.3, 1.1, -0.4], [-0.6, 0.6, -0.3], [-0.1, 1.6, -0.4], [-0.1, 2.2, -2.3], [1.4, -0.3, 0.4], [1.5, -2.2, 0.1], [0.9, -0.9, -1.1], [-0.3, -0.4, 0.0], [-0.9, 0.3, -0.7]]
}

***

Entry 3:
{
  "formula": "C4H8N2O5S",
  "method": "the ωB97M-V functional and the def2-TZVPD basis",
  "e_tot_ev": -28328.2106,
  "homo_ev": -1.022,
  "orbital_gap_ev": 6.87,
  "charge": -2,
  "elements": ["C", "C", "C", "C", "N", "N", "O", "O", "O", "O", "O", "S", "H", "H", "H", "H", "H", "H", "H", "H"],
  "positions_angstrom": [[-3.4368, 0.1802, -0.0699], [1.5993, 1.1209, 1.3523], [-2.6945, -0.7207, -1.0673], [0.8191, -0.6500, -0.1365], [-0.5167, -0.1187, -0.4040], [1.7520, 0.3983, 0.1224], [-2.7234, 0.7538, 0.7861], [3.5500, -0.6777, -1.4307], [-4.6750, 0.3733, -0.1845], [4.2257, 1.1666, 0.0919], [-1.4023, -1.2038, -0.6602], [3.5309, -0.1529, -0.0639], [2.2607, 2.0245, 1.1997], [0.6522, 1.6990, 1.3195], [1.5712, 0.4489, 2.2034], [-2.5261, -0.4879, -2.1323], [-3.0017, -1.7585, -1.2313], [1.0374, -1.3358, -0.9361], [0.8716, -1.3543, 0.7924], [-0.8936, 0.2949, 0.4491]],
  "forces_ev_per_angstrom": [[-0.7, 1.5, 0.4], [-1.0, 2.0, -1.9], [1.6, -2.4, -1.0], [-0.6, -1.3, 2.0], [0.8, 0.6, 0.1], [1.5, 0.0, -1.7], [0.2, -0.5, 0.1], [-0.1, -0.2, -0.8], [0.3, -0.9, -0.8], [-0.3, -0.6, -0.2], [0.6, 0.3, 1.0], [-0.5, 0.9, 1.1], [0.3, -1.5, 1.3], [-0.2, -0.7, 0.2], [0.6, 0.2, 0.9], [-0.6, 1.5, 0.3], [-1.8, 0.2, 0.5], [0.7, 0.3, -0.7], [-0.7, 0.5, -0.7], [-0.2, 0.1, -0.2]]
}

***

Entry 4:
{
  "formula": "C4H4O2",
  "method": "the ωB97M-V functional and the def2-TZVPD basis",
  "e_tot_ev": -8305.6006,
  "homo_ev": -8.888,
  "orbital_gap_ev": 9.52,
  "charge": 0,
  "elements": ["C", "C", "C", "C", "O", "O", "H", "H", "H", "H"],
  "positions_angstrom": [[-1.8861, 1.5977, -0.6426], [-0.6573, -1.4484, -0.0165], [0.3008, -0.7017, -0.4650], [1.1474, 0.2629, 0.3262], [-1.3662, -2.2902, 0.3678], [-1.9199, 1.9041, 0.4354], [0.6073, -0.6074, -1.5578], [1.9222, -0.3678, 0.5608], [0.4842, 0.4038, 1.1292], [1.3676, 1.2470, -0.1375]],
  "forces_ev_per_angstrom": [[0.0, -0.1, -0.6], [0.3, -1.3, -0.4], [1.1, 1.7, -3.3], [-2.4, 0.5, -0.7], [-0.4, 0.5, 0.1], [0.0, 0.1, 0.6], [-1.2, -1.0, 1.3], [2.6, -0.4, 1.0], [0.1, 0.9, 1.9], [0.0, -1.0, 0.1]]
}

***

Entry 5:
{
  "formula": "C20H41FN6O6P",
  "method": "the ωB97M-V functional and the def2-TZVPD basis",
  "e_tot_ev": -54627.1453,
  "homo_ev": -11.329,
  "orbital_gap_ev": 8.04,
  "charge": 1,
  "elements": ["C", "C", "C", "C", "O", "C", "C", "N", "C", "C", "C", "O", "N", "C", "N", "C", "C", "F", "C", "C", "C", "N", "O", "N", "C", "C", "P", "N", "O", "O", "H", "H", "H", "H", "H", "H", "H", "H", "H", "H", "H", "H", "H", "H", "H", "H", "H", "H", "H", "H", "H", "H", "H", "H", "H", "H", "H", "H", "H", "H", "H", "H", "H", "H", "H", "C", "C", "O", "C", "H", "H", "H", "H", "H", "H"],
  "positions_angstrom": [[3.4988, 2.0468, 0.1333], [2.4610, 1.2177, 0.6258], [1.3299, 0.8137, -0.4118], [0.5391, -0.5433, -0.0347], [1.2458, -1.1714, 1.0265], [2.1252, -2.2382, 0.6397], [3.3179, -1.8657, -0.3417], [4.5069, -1.3900, 0.4266], [5.4911, -0.7033, -0.4386], [6.4113, -1.6648, -1.3005], [7.4023, -0.6990, -2.1409], [5.7118, -2.4594, -2.2774], [-0.7684, -0.0853, 0.5724], [-1.6901, 0.3858, -0.4282], [-2.8880, 0.7379, 0.0087], [-3.9672, 1.2377, -0.8847], [-4.9167, 0.0446, -1.4197], [-6.2509, 0.3030, -0.9810], [-3.2538, 0.6225, 1.4621], [-3.6371, -0.8620, 1.8917], [-4.9658, -0.9592, 2.7335], [-5.4774, -2.3020, 3.0126], [-5.6062, -0.0097, 3.1973], [-1.4441, 0.5035, -1.8552], [-0.6302, -0.6112, -2.4062], [0.1526, -1.4456, -1.2674], [-0.9928, -2.9195, -0.8283], [-0.3878, -4.2773, -1.4172], [-2.5318, -2.7223, -1.4797], [-1.1014, -3.1105, 0.8637], [3.1713, 2.8363, -0.6188], [4.5824, 1.9221, 0.4019], [2.5040, 0.9196, 1.7084], [1.8457, 0.6422, -1.4154], [0.6603, 1.7153, -0.5488], [1.5963, -3.1734, 0.2433], [2.6272, -2.5965, 1.6028], [3.6537, -2.8527, -0.8156], [3.0381, -1.1888, -1.2091], [4.2277, -0.8296, 1.2345], [5.0000, 0.0596, -1.1226], [6.1938, -0.1380, 0.2657], [7.0651, -2.3578, -0.6769], [6.8395, 0.2759, -2.3526], [7.5836, -1.1576, -3.1693], [8.3586, -0.4637, -1.5910], [4.9062, -1.9965, -2.5739], [-0.5739, 0.6708, 1.2520], [-4.6775, 1.9401, -0.3344], [-3.5929, 1.8164, -1.7755], [-4.9392, 0.0831, -2.5524], [-4.5539, -0.9673, -1.0666], [-4.1827, 1.2578, 1.6354], [-2.4514, 1.0809, 2.1207], [-3.7879, -1.4861, 0.9574], [-2.7998, -1.2749, 2.5425], [-4.7570, -2.8836, 3.4535], [-6.2563, -2.2435, 3.6810], [-1.0130, 1.4228, -2.0373], [-1.1966, -1.2760, -3.1184], [0.2023, -0.1278, -3.0247], [1.0259, -1.9196, -1.8132], [0.4873, -4.0748, -1.9206], [-2.7355, -3.4638, -2.0837], [-0.3345, -3.6407, 1.1597], [-3.3843, 4.5892, 2.0094], [-2.0903, 4.2819, 1.3064], [-1.9915, 3.3314, 0.5467], [-0.9229, 5.1913, 1.5756], [-4.1374, 3.8533, 1.7219], [-3.2409, 4.5392, 3.0905], [-3.7369, 5.5813, 1.7216], [-0.6708, 5.1679, 2.6376], [-1.1671, 6.2100, 1.2687], [-0.0585, 4.8509, 1.0029]],
  "forces_ev_per_angstrom": [[-2.4, -1.2, 0.4], [2.2, 1.7, -1.3], [0.7, 0.3, -0.3], [0.0, 1.7, 0.2], [-0.6, -0.6, -1.2], [1.5, -1.2, 0.1], [0.4, -1.3, 0.5], [-0.6, 0.2, -1.1], [0.8, -0.3, 0.8], [1.2, 1.5, -0.8], [-0.9, 0.1, -0.1], [-0.6, 0.2, 0.7], [-0.2, 0.5, -2.5], [-0.8, 0.5, 0.9], [0.4, -0.1, 0.0], [-1.6, 0.1, -1.0], [0.2, 0.7, -0.3], [1.7, -0.5, -0.3], [-1.0, 0.4, 1.0], [0.1, 0.0, 0.0], [-1.8, 0.0, 1.8], [1.4, 1.5, 0.1], [1.7, -1.2, -1.7], [0.2, -0.8, 1.8], [2.3, 0.6, -0.4], [-1.5, 0.3, -0.6], [1.1, -3.7, 0.2], [-0.1, 2.1, 0.2], [1.6, 0.8, 1.8], [-0.7, 1.1, -2.5], [1.0, -1.6, 0.2], [-1.4, 0.9, 0.5], [0.0, -0.7, -1.6], [-0.6, 0.3, 1.4], [0.3, -1.1, 0.1], [0.3, 1.5, 0.3], [-0.8, 0.7, -1.2], [-0.6, 1.2, 0.5], [0.1, -0.4, 1.0], [0.1, 0.0, -0.6], [0.4, -0.7, 0.5], [-0.8, -0.6, -1.1], [-1.3, 0.8, -0.6], [0.9, -1.1, 0.3], [0.1, 0.4, 1.6], [-1.0, -0.3, -0.7], [0.7, -0.1, 0.2], [-0.4, -0.6, -0.2], [1.3, -1.0, -0.4], [0.0, -0.8, 1.2], [0.0, -0.2, 1.4], [-0.6, 1.1, -0.3], [1.3, -0.8, -0.4], [-0.9, -0.7, -1.0], [0.4, 0.5, 1.3], [-1.1, 0.2, -1.1], [-0.2, 0.0, -0.6], [0.4, 0.3, -0.5], [-0.4, -0.6, 0.2], [0.4, 0.7, 1.1], [-1.2, -0.6, 0.7], [-1.0, 0.5, 1.1], [-0.5, -0.4, 0.2], [0.5, 0.1, 0.5], [-0.5, 0.1, -0.5], [-0.1, -0.4, -0.2], [0.1, -0.1, -0.1], [0.0, 0.1, 0.2], [0.2, -0.3, -0.3], [0.0, 0.1, 0.0], [0.0, 0.2, 0.0], [0.1, 0.0, 0.2], [-0.1, 0.2, 0.0], [0.0, 0.0, 0.2], [-0.1, 0.0, 0.1]]
}

***

Entry 6:
{
  "formula": "C17H18N4O2SSr",
  "method": "the ωB97M-V functional and the def2-TZVPD basis",
  "e_tot_ev": -39649.2396,
  "homo_ev": -6.384,
  "orbital_gap_ev": 6.12,
  "charge": 0,
  "elements": ["Sr", "N", "C", "C", "O", "O", "H", "H", "H", "H", "C", "C", "C", "C", "C", "C", "C", "C", "N", "H", "H", "H", "H", "H", "H", "N", "C", "S", "N", "C", "C", "C", "C", "C", "C", "H", "H", "H", "H", "H", "H", "H", "H"],
  "positions_angstrom": [[1.0769, -1.6409, -2.3255], [1.6360, -0.5602, 1.4461], [2.8822, -0.2900, 0.7203], [2.7882, -0.9553, -0.6396], [2.4501, -2.1787, -0.6622], [2.9327, -0.2722, -1.6976], [1.7198, -0.2844, 2.4156], [1.4689, -1.5591, 1.4392], [3.7785, -0.6752, 1.2165], [3.0008, 0.7802, 0.5774], [-0.0903, -4.0344, -2.2475], [-1.4073, -3.9629, -1.6653], [-2.5905, -4.0492, -2.4406], [-3.8424, -3.9791, -1.8712], [-3.9928, -3.8078, -0.4901], [-2.8447, -3.7009, 0.2984], [-1.5929, -3.7729, -0.2722], [-5.3025, -3.7458, 0.1025], [-6.3513, -3.6913, 0.5797], [-0.0627, -4.5539, -3.2092], [0.6592, -4.4448, -1.5596], [-2.4999, -4.1755, -3.5142], [-4.7292, -4.0667, -2.4876], [-2.9521, -3.5672, 1.3685], [-0.7141, -3.6947, 0.3600], [1.7554, 2.3698, -1.3461], [0.4800, 2.0652, -1.0915], [-0.4213, 0.9364, -1.9924], [-0.1454, 2.6983, -0.0808], [0.3573, 3.6526, 0.8450], [-0.0968, 3.5720, 2.1592], [0.3424, 4.4829, 3.1042], [1.2453, 5.4799, 2.7524], [1.6772, 5.5735, 1.4389], [1.2284, 4.6737, 0.4784], [2.2732, 1.6544, -1.8387], [2.2797, 2.8663, -0.6403], [-1.0438, 2.2946, 0.1318], [-0.7943, 2.7875, 2.4339], [-0.0209, 4.4117, 4.1224], [1.5956, 6.1860, 3.4945], [2.3559, 6.3649, 1.1453], [1.5109, 4.8131, -0.5578]],
  "forces_ev_per_angstrom": [[-2.2, -0.5, -2.0], [0.1, 0.0, -0.1], [-0.1, -0.1, 0.0], [0.8, 0.1, 0.6], [0.9, 0.4, 1.0], [0.3, -0.1, 0.5], [0.0, 0.1, 0.0], [0.0, -0.1, 0.0], [0.1, 0.0, 0.0], [0.0, 0.1, 0.0], [0.0, -0.1, -0.1], [0.0, 0.0, 0.0], [0.0, 0.1, 0.0], [0.0, 0.0, 0.0], [-0.2, 0.0, 0.0], [0.0, 0.0, 0.0], [0.0, 0.0, -0.1], [0.1, 0.0, 0.0], [0.2, 0.0, -0.1], [0.0, 0.0, 0.1], [-0.1, 0.0, -0.1], [0.0, -0.1, 0.0], [0.0, 0.0, 0.0], [0.0, 0.0, 0.0], [0.0, 0.0, 0.0], [0.1, -0.2, 0.0], [-0.1, 0.0, 0.3], [0.0, 0.2, 0.0], [-0.1, 0.1, 0.0], [0.0, -0.1, -0.1], [0.0, -0.1, 0.0], [0.0, 0.0, 0.0], [0.0, 0.0, 0.0], [0.0, 0.0, 0.0], [-0.1, 0.1, -0.1], [0.1, -0.1, -0.1], [0.0, 0.0, 0.0], [-0.1, 0.1, 0.0], [0.1, 0.0, 0.0], [0.0, 0.0, -0.1], [0.0, 0.0, 0.0], [0.0, 0.0, 0.0], [0.0, 0.0, 0.0]]
}